# 1
Density functional theory data (ωB97M-V/def2-TZVPD) for a molecular structure, C42H105F2N8NiO18S2 in a non-equilibrium geometry.

Geometry as ORCA input:
```
! RIJCOSX wB97M-V def2-TZVPD def2/J DEFGRID3
* xyz 1 3
Ni 4.5208 -21.7416 32.9264
S 4.4345 -23.9685 35.3328
S 5.8028 -22.2055 35.9339
F 3.8418 -24.6229 34.0161
F 5.3794 -20.6458 35.7403
O 14.8237 -16.4768 37.5453
O 7.0285 -20.8232 41.0049
O 3.2549 -23.9988 36.1938
O 0.5373 -22.7784 32.2797
O 10.8066 -18.9823 36.0070
O 2.3353 -19.3625 42.4421
O 3.9495 -25.9262 39.6371
O 0.5398 -20.8437 37.3522
O 7.3355 -28.0549 32.7509
O 6.0477 -23.0406 32.1395
O 3.5818 -27.2559 35.2499
O 10.5641 -23.5915 43.5504
O 9.7684 -25.8333 37.3918
O 5.4353 -22.3801 37.3486
O 5.5463 -24.9117 35.6238
O 2.2255 -19.5218 29.4131
O 7.2330 -22.1619 35.6466
O 7.4177 -17.7383 33.7460
N -0.0490 -20.6965 30.4506
N 7.6246 -27.0166 39.2912
N 6.5564 -27.7535 35.8583
N 6.1222 -20.2891 33.0239
N 9.4453 -22.6655 40.9609
N 2.6436 -20.0669 39.7167
N 4.7878 -22.6453 34.6427
N 13.4038 -16.8904 34.5917
C 5.5656 -18.8774 32.6774
C 8.5912 -16.9769 33.5727
C 0.9574 -19.1231 28.8931
C 14.3472 -15.8865 35.1292
C 7.5614 -21.4493 39.8596
C 1.8883 -21.1309 37.4494
C 7.2708 -22.3187 32.2892
C 1.5050 -20.3919 41.8408
C 8.4915 -25.8000 39.4641
C 5.3462 -25.7918 39.3737
C 9.4569 -24.4736 36.9425
C 11.2856 -23.6543 42.3095
C 9.8477 -19.9379 35.4853
C 5.6387 -20.6366 40.9970
C -0.1591 -21.8591 36.6223
C 6.2046 -24.4640 32.1699
C 0.5559 -23.5425 33.5065
C -0.0566 -20.2574 29.0539
C 10.8763 -22.5944 41.2904
C 7.0059 -20.8068 31.9958
C 2.6759 -20.0139 38.1952
C 1.3272 -20.2284 40.3295
C 10.7913 -24.6470 44.4731
C 11.7526 -18.5776 35.0735
C 15.3663 -16.4627 36.1746
C 12.4156 -17.2747 35.5887
C 6.6882 -17.7455 32.5445
C 8.1151 -29.1126 32.1772
C 8.0709 -27.3741 33.8056
C -0.8169 -22.5683 31.7895
C -0.7942 -21.9323 30.4599
C 2.3700 -19.4077 43.8782
C 4.1590 -28.3947 35.9316
C 9.0907 -21.6508 39.9635
C 2.1880 -27.0428 35.4412
C 6.2505 -26.9713 39.8755
C 5.5985 -28.7229 35.3558
C 7.9039 -27.9825 35.2328
C 9.8823 -25.9332 38.8179
C 15.6896 -17.1675 38.4220
C 3.1201 -18.4288 29.2456
C 3.1624 -24.6947 39.5215
H 7.6632 -26.3732 33.9467
H 9.6309 -24.3650 35.8719
H 5.2656 -19.9822 41.7849
H 0.8296 -21.1398 39.9979
H 16.2335 -15.8044 36.1226
H 12.5017 -19.3587 34.9437
H -0.3585 -22.6600 29.7752
H 11.5287 -22.6306 40.4180
H 11.0574 -21.6238 41.7523
H 8.9111 -16.6012 34.5446
H 0.7765 -19.3419 40.0150
H 2.3569 -21.2473 36.4722
H -1.3907 -23.4947 31.8147
H 5.6318 -28.7163 34.2663
H 15.7560 -17.4177 35.8224
H 6.3768 -26.9748 40.9581
H 6.6374 -20.6967 30.9759
H 8.7776 -22.5818 41.7141
H 3.7242 -19.9963 37.8972
H 0.6561 -18.2067 29.4008
H 9.1883 -20.3556 36.2462
H 14.9527 -15.5635 34.2823
H 7.3710 -17.9831 31.7287
H 11.3397 -18.3988 34.0807
H -1.3490 -21.9618 32.5224
H 7.7031 -22.4873 33.2755
H 3.2075 -19.3933 40.2151
H -0.7672 -20.0813 30.8052
H 7.8962 -20.1780 32.0077
H 1.9331 -26.8058 36.4741
H 10.6286 -25.2165 39.1609
H 8.4383 -24.1406 37.1417
H 16.2337 -18.0177 38.0105
H 4.9044 -18.6603 33.5163
H 16.3152 -16.4475 38.9496
H 5.8901 -29.6690 35.8119
H 2.1695 -19.0998 37.8852
H 1.1386 -18.9125 27.8391
H 9.5506 -20.6804 40.1501
H 7.5261 -27.4194 38.3702
H 9.1076 -27.1498 33.5546
H 8.4732 -16.0760 32.9705
H 7.9563 -22.6395 31.5049
H 6.6602 -20.0824 33.8534
H 6.1538 -16.8114 32.3716
H 9.2481 -19.6081 34.6369
H 3.5125 -29.2701 35.9933
H 1.7105 -27.9470 35.0635
H 5.6572 -24.8848 39.8920
H 11.1047 -24.6161 41.8295
H 9.4435 -17.4939 33.1318
H 6.1534 -26.8318 35.7673
H 14.9958 -17.5968 39.1448
H 8.6207 -27.4864 35.8871
H 2.3674 -24.6306 40.2644
H 2.5963 -20.3990 44.2709
H -0.3769 -23.5003 34.0689
H 8.1923 -29.0335 35.2441
H 0.1561 -21.0732 28.3632
H 11.6411 -16.5380 35.8019
H 2.8407 -24.5872 38.4856
H 13.9259 -14.9745 35.5521
H 3.7724 -23.8580 39.8619
H -1.8493 -21.7886 30.2267
H 1.9707 -21.3435 42.0972
H -1.2365 -21.8305 36.7851
H 5.0626 -21.5530 40.8684
H 5.3725 -20.0153 40.1419
H 10.4146 -24.3148 45.4405
H 5.7546 -27.8886 39.5578
H 0.1348 -22.8930 36.8032
H 12.3679 -23.6290 42.4360
H 10.4780 -20.7702 35.1719
H 10.2526 -26.9338 39.0407
H 2.0322 -22.1110 37.9041
H 12.9840 -16.2327 33.9504
H 1.4717 -23.2953 34.0433
H 4.0806 -18.6063 29.7295
H 3.1824 -18.1729 28.1879
H 6.9394 -24.9313 31.5144
H 13.0009 -17.4263 36.4957
H 0.7053 -24.5830 33.2185
H 7.9984 -24.8963 39.1059
H 10.3259 -25.5802 44.1558
H 1.8713 -26.2626 34.7490
H 9.5765 -21.9798 39.0449
H 0.5024 -20.4839 42.2586
H 5.5928 -25.6543 38.3209
H 7.2418 -20.8081 39.0381
H 3.1064 -18.7313 44.3124
H 5.2354 -24.9539 32.0773
H 10.1533 -23.7884 37.4259
H 7.8638 -30.0357 32.6995
H 9.1976 -29.0027 32.1124
H 4.8884 -18.9303 31.8250
H 6.5913 -24.7163 33.1573
H 0.0903 -21.7422 35.5677
H 2.7852 -17.5544 29.8036
H 11.8535 -24.8664 44.5812
H 1.3843 -19.0862 44.2145
H 4.2498 -28.0730 36.9691
H 7.7416 -29.1746 31.1551
H -1.0504 -19.8341 28.9076
H 8.6940 -25.7239 40.5324
H 7.0891 -22.4102 39.6554
*
```

Computed properties:
HOMO energy (alpha / beta)   -9.398 / -9.398 eV
⟨S²⟩   2.004

Here are the Löwdin charges for atoms 1 to 2, given in e: atom 1 (Ni): 1.067, atom 2 (S): 0.467

***

# 2
Density functional theory data (ωB97M-V/def2-TZVPD) for 11 unconnected molecules or ions with the total composition C42H106O11 in a non-equilibrium geometry.

Geometry as ORCA input:
```
! RIJCOSX wB97M-V def2-TZVPD def2/J DEFGRID3
* xyz 0 1
O -4.0644 0.4686 2.6705
O 0.6687 5.7964 1.5361
O 2.6849 -1.6985 4.5631
O 4.3249 1.7199 1.5256
O -5.4378 -2.0262 -1.9656
O 1.5241 0.8339 -0.9059
O -1.2492 -3.9955 1.9061
O -1.1025 -5.4863 -0.3808
O -0.8826 0.6694 -6.2085
O 4.0689 -3.2033 -1.0929
O 2.1745 6.1203 -2.8884
C 1.0220 -1.3844 6.1990
C -1.8682 -6.4604 -1.1119
C 3.0992 3.8429 1.5996
C 3.6699 7.6367 -3.9747
C -1.8475 1.6693 -6.0310
C 4.7771 -2.2922 3.3058
C 3.9901 2.8193 2.3149
C -5.4299 0.1461 2.5458
C -0.4915 -0.0859 -5.1028
C -2.1764 0.9336 3.7509
C 1.6860 7.7283 2.0201
C -0.2181 -4.6587 -1.0969
C 3.4904 -4.1817 -0.2051
C -1.6088 5.0243 2.0429
C -6.6285 -4.0441 -1.6669
C 1.9149 5.1535 -1.9265
C 3.0967 -2.3484 -1.6199
C 0.5702 6.8985 2.4212
C -0.4076 -0.5026 -0.5899
C -0.9897 -3.7840 -2.0977
C -0.1152 4.7104 1.9413
C -2.5380 -3.7767 2.4377
C 0.4590 0.5800 -0.0472
C 5.5582 1.6855 0.8061
C 3.8867 -1.4882 -2.5523
C -2.7937 -7.3321 -0.2736
C 5.5533 0.4121 -0.0165
C -5.7497 -0.1103 1.0105
C 1.4285 -2.2909 5.0244
C -2.0705 2.2407 -7.4306
C 0.7015 0.4554 -4.3792
C -2.4275 -3.2661 3.8323
C -3.3254 -2.8268 1.5569
C 3.3188 -2.5228 3.5675
C 0.7517 4.2826 -2.4427
C -3.6684 0.7553 4.0264
C 3.4346 6.7558 -2.7329
C 1.0950 0.1790 1.3551
C -4.3378 -1.3364 -2.4185
C 4.4611 -5.3100 0.0643
C -5.4445 -3.3740 -2.2093
C -4.3462 0.1345 -2.1427
H -1.8276 -2.3616 3.7313
H 5.4864 -5.0565 0.3336
H -1.7917 0.0469 3.2471
H 4.6802 -5.9643 -0.7795
H -0.1288 1.4918 0.0587
H 4.8045 3.3042 2.8533
H 1.5414 5.5607 -0.9869
H 6.4594 0.1154 -0.5448
H 2.9545 8.4590 -3.9723
H -1.8555 -4.0248 4.3663
H 1.8017 0.8994 1.7670
H 3.7308 4.3347 0.8598
H -4.5759 -3.8306 -1.7348
H -1.3981 -0.6482 -0.1588
H -0.2776 -3.0853 -2.5368
H -2.2201 4.1586 2.2979
H 2.8228 4.5869 -1.7199
H -6.6079 -5.0953 -1.9544
H -1.3590 -0.1368 -4.4448
H 2.1674 1.1770 -0.2813
H -3.0057 -4.7592 2.5003
H 0.7626 1.5384 -4.2727
H 1.5437 -3.3005 5.4187
H 3.1458 -3.7104 0.7154
H -1.4017 -4.6221 1.1950
H 2.6916 -2.4052 2.6839
H 1.7105 -1.4532 7.0412
H 0.2324 4.4052 2.9283
H -2.4256 -5.8578 -1.8290
H 2.6484 -4.7210 -0.6392
H -2.0111 5.4027 1.1031
H -3.4031 -1.7201 -2.0095
H -4.1873 -1.5328 -3.4800
H -5.3184 0.7872 0.5672
H 1.6485 0.2549 -4.8802
H 0.4216 0.1314 2.2109
H 1.0970 3.6299 -3.2445
H -1.7745 -3.2313 -1.5811
H 4.8107 -1.2488 2.9923
H -3.6341 -6.8052 0.1783
H -6.6942 -4.0844 -0.5797
H -3.8787 -0.0856 4.6872
H 1.5584 -0.8048 1.2808
H -2.1210 1.7199 2.9981
H 5.4508 -2.4579 4.1464
H -0.0568 4.9348 -2.7729
H 3.3032 2.3442 3.0153
H -1.5958 2.4727 -5.3387
H -2.7643 -1.8923 1.5577
H 0.6315 -2.2776 4.2809
H -3.1511 -8.2429 -0.7539
H -6.0400 0.9782 2.8972
H -1.4352 3.1257 -7.4658
H 1.5182 8.7126 2.4573
H -1.6268 1.0183 4.6884
H -3.9504 0.3203 -1.1442
H -1.9079 1.4779 -8.1921
H -4.0890 1.6340 4.5152
H 4.1076 -5.8801 0.9234
H 4.2590 6.0642 -2.5594
H 0.0109 -1.5935 6.5484
H 2.7316 4.5278 2.3638
H 2.6841 -1.7556 -0.8035
H 0.5853 -5.2232 -1.5703
H 1.7833 7.8401 0.9403
H 2.3186 -2.9400 -2.1023
H -7.5630 -3.5617 -1.9534
H -5.3459 -3.5562 -3.2794
H 0.1211 -1.4389 -0.4111
H 3.1369 -0.7476 -2.8306
H 4.8406 -1.2003 -2.1104
H 5.2771 -0.4415 0.6026
H 0.9643 -0.3143 5.9998
H 3.2744 -3.5051 4.0379
H 0.7194 0.1736 -3.3264
H 0.0253 3.9064 1.2190
H -4.3315 -2.5726 1.8901
H 0.2469 -3.8989 -0.4687
H -0.3841 7.4122 2.3052
H -2.8065 1.2963 -5.6714
H 4.8371 0.3695 -0.8370
H -0.3449 -1.0919 -5.4959
H -3.6740 0.7029 -2.7854
H -3.3345 -3.0221 4.3855
H -1.1692 -7.1074 -1.6419
H 3.4810 6.9793 -4.8234
H -0.5133 -0.4266 -1.6721
H 6.4151 1.7423 1.4774
H 2.6311 7.3159 2.3732
H -5.5892 -0.6633 3.2583
H -3.4986 -3.3125 0.5965
H 5.3414 -2.7475 2.4920
H -1.8441 5.8450 2.7205
H -5.3543 0.5464 -2.1898
H -3.0888 2.6289 -7.4076
H 5.6759 2.5591 0.1649
H -2.2239 -7.6935 0.5825
H -5.1843 -0.9633 0.6351
H 2.2705 3.3495 1.0918
H -6.8156 -0.1577 0.7876
H 4.1448 -2.1679 -3.3644
H 3.3880 7.3256 -1.8049
H 0.3128 3.6904 -1.6398
H 4.6858 8.0309 -4.0016
H 0.8604 6.6525 3.4426
H -1.3659 -4.4474 -2.8764
*
```

Computed properties:
HOMO energy   -9.405 eV
SMILES string   CC(C)O.CC(C)O.CCOCC.CCOCC.CCOCC.CCOCC.CCOCC.CCOCC.CCOCC.CCOCC.CCOCC
Energy above the lowest of the compared OMol25 structures with the same formula, charge and spin   61.13 kcal per mole

Here are the Löwdin charges for atoms 1 to 2, given in e: atom 1 (O): -0.202, atom 2 (O): -0.184

***

# 3
Density functional theory data (ωB97M-V/def2-TZVPD) for 11 unconnected molecules or ions with the total composition C22H45Br20O3S.

Geometry as ORCA input:
```
! RIJCOSX wB97M-V def2-TZVPD def2/J DEFGRID3
* xyz -1 1
Br -0.1107 -0.4702 -5.2537
Br -10.3267 -4.6338 1.1466
Br 4.5949 1.1949 -1.8847
Br 1.5919 -0.8405 3.3566
Br 7.1181 0.5207 6.4139
Br 7.2515 -3.0803 5.6155
Br -8.8819 -0.1734 -1.3497
Br 3.5835 -3.5119 5.6088
Br -13.4589 -3.8255 -0.6135
Br -3.8742 -0.5120 -2.4253
Br 2.5474 -6.5353 3.8026
Br 1.4773 -0.3432 -0.7889
Br 4.7057 1.0911 2.8943
Br -6.8117 -1.4078 1.4446
Br -1.7898 1.5580 -0.2171
Br 5.8175 9.0976 2.0915
Br 3.6701 -3.9529 -11.5308
Br 2.6583 7.3008 2.6443
Br -0.9518 -3.5899 -7.0357
Br 0.4092 -5.5962 -11.0443
S 1.5462 5.4891 -0.2469
O 0.9358 6.7995 -0.4116
O 1.1246 4.4959 -1.2422
O 1.4943 4.9666 1.1192
C -2.9506 -1.0004 -0.7761
C 6.6389 -2.1974 7.2357
C 1.2236 -4.1454 -10.0358
C 5.9162 -0.9130 6.9326
C 4.4468 -0.8085 3.2008
C -2.9953 0.1145 0.2344
C 3.2999 5.7653 -0.6072
C 2.8862 2.0637 -1.4655
C 1.6389 -5.5859 5.2348
C -1.8428 -1.1542 -5.7918
C 3.2499 -1.3642 2.4800
C 1.9845 -3.1978 -10.9225
C 4.2565 4.9400 0.2511
C 1.7963 -4.0947 5.1105
C -7.3837 -1.4161 -1.3673
C -7.4001 -2.3234 -0.1682
C -11.1919 -2.9074 0.8913
C 2.2011 1.4103 -0.3054
C -1.9366 -2.6482 -5.6445
C -12.6906 -3.0088 0.9740
C 4.0096 9.7959 2.2891
C 3.2161 9.0301 3.3159
H -8.3880 -2.7172 0.0403
H 3.2668 -2.4521 2.4988
H 1.8571 -4.6071 -9.2856
H 1.1186 -3.5782 5.7859
H 3.7291 4.1000 0.7055
H 5.0763 4.5351 -0.3456
H -3.9895 0.5413 0.3253
H 3.1082 3.0954 -1.2205
H -3.4708 -1.8790 -0.3997
H -13.0133 -3.6094 1.8180
H 5.3913 -0.5556 7.8155
H 7.5147 -2.0381 7.8563
H 5.2098 -1.0341 6.1198
H -2.0069 -0.8288 -6.8140
H -2.6727 -0.2620 1.2031
H -6.4770 -0.8232 -1.4087
H 1.6285 -3.7401 4.0990
H 2.0465 -5.9663 6.1657
H -2.9688 -2.9755 -5.7441
H 2.3026 9.5751 3.5470
H 2.8737 1.2368 0.5284
H 1.4244 -2.9348 -11.8136
H -2.5643 -0.6791 -5.1327
H 2.2980 2.0345 -2.3752
H 4.6699 5.5271 1.0708
H 3.4033 5.4851 -1.6550
H 4.1301 10.8365 2.5822
H -1.5328 -2.9926 -4.6982
H 0.5892 -5.8583 5.1549
H 4.3541 -0.9375 4.2723
H 5.3563 -1.2922 2.8508
H -10.8581 -2.5276 -0.0696
H 2.2442 -2.2974 -10.3711
H -6.7048 -3.1486 -0.3040
H 3.5516 9.7395 1.3065
H -7.4910 -1.9949 -2.2815
H -13.1287 -2.0159 1.0405
H 0.4005 -3.6272 -9.5509
H 3.7831 8.8683 4.2280
H 5.9666 -2.9026 7.7198
H 3.1791 -1.0208 1.4517
H 1.3611 2.0225 0.0195
H -1.9361 -1.2627 -1.0601
H 3.4865 6.8331 -0.5191
H -10.8117 -2.2669 1.6843
*
```

Computed properties:
HOMO energy   -5.560 eV
Energy above the lowest of the compared OMol25 structures with the same formula, charge and spin   0.00 kcal per mole

Here are the Löwdin charges for atoms 1 to 2, given in e: atom 1 (Br): 0.624, atom 2 (Br): 0.619

***

# 4
Density functional theory data (ωB97M-V/def2-TZVPD) for a gas-phase ion, C4H12N2O (charge +1) in a non-equilibrium geometry.

Geometry as ORCA input:
```
! RIJCOSX wB97M-V def2-TZVPD def2/J DEFGRID3
* xyz 1 2
O -1.0845 0.3076 1.4541
N -0.9967 -0.3287 -1.6831
N 1.4011 -1.4913 0.9251
C 0.1454 1.9432 0.1966
C -0.4783 -1.1317 -0.6524
C 0.1871 0.6536 0.9825
C 0.7408 -0.5335 0.0724
H -1.3068 -1.4193 -0.0053
H -0.3916 0.0579 -2.4121
H -0.8752 2.1458 -0.1351
H -1.9765 -0.3913 -1.9299
H 0.8121 -2.2995 1.1539
H -1.6143 1.1111 1.5212
H 0.7641 2.0136 -0.7076
H -0.2221 -2.0879 -1.1369
H 0.4093 2.8299 0.7893
H 0.9163 0.6542 1.7876
H 1.4043 -0.0767 -0.6647
H 2.1654 -1.9570 0.4444
*
```

Computed properties:
HOMO energy (alpha / beta)   -14.068 / -13.830 eV
⟨S²⟩   0.755
Energy above the lowest of the compared OMol25 structures with the same formula, charge and spin   28.38 kcal per mole

Here are the Löwdin charges for atoms 1 to 2, given in e: atom 1 (O): -0.014, atom 2 (N): 0.267